C26H46CrIN2O3 | wB97M-V/def2-TZVPD

```
79
Properties=species:S:1:pos:R:3:forces:R:3
Cr 8.324366 10.823634 11.326861 0.150 -0.797 -0.315
C 9.390467 8.874482 10.502514 -0.432 -0.451 0.566
C 8.236473 8.342784 9.820553 0.372 0.639 -0.574
C 7.998156 9.215190 8.697494 0.362 -0.175 1.160
C 8.957334 10.264309 8.813222 0.061 0.284 -0.597
C 9.888444 10.021070 9.840445 -0.338 0.649 0.155
C 11.314736 10.554694 9.874035 0.162 0.206 -0.364
C 12.084465 10.161063 11.161468 -0.488 0.132 -0.414
C 11.399721 12.073859 9.581308 -0.061 -0.171 0.924
C 11.983214 9.841728 8.683655 0.077 -0.323 0.047
C 7.100045 9.081375 7.464725 -0.323 0.171 -0.103
C 5.596310 9.287746 7.740312 -0.002 0.220 0.073
C 7.513458 10.164759 6.461827 0.073 0.020 -0.325
C 7.333445 7.735181 6.757127 0.033 0.122 -0.090
C 7.756835 6.933981 10.156520 -0.001 0.211 0.497
C 8.029878 6.680432 11.661909 -0.099 -0.510 -0.295
C 8.635177 5.936641 9.367777 -0.532 0.036 -0.259
C 6.261651 6.663573 9.920573 -0.025 -0.092 -0.043
H 9.931549 8.345548 11.283277 -0.067 0.193 -0.228
H 9.043881 11.082454 8.103999 0.075 -0.210 0.183
H 11.627861 10.541174 12.079948 0.033 0.166 -0.177
H 13.112808 10.524881 11.099323 -0.070 -0.088 0.045
H 12.091716 9.072967 11.251369 0.195 0.012 -0.033
H 10.970238 12.680606 10.393843 0.090 -0.193 0.061
H 10.847973 12.344787 8.692489 -0.051 -0.062 -0.403
H 12.441129 12.394164 9.466443 -0.148 -0.117 -0.057
H 11.878471 8.763337 8.794805 0.013 -0.128 0.030
H 13.039929 10.061007 8.621646 0.399 0.156 0.039
H 11.529446 10.101115 7.728424 -0.115 0.167 0.053
H 5.440350 10.317256 8.084954 -0.045 -0.114 -0.036
H 5.197457 8.615067 8.499357 0.046 0.011 -0.056
H 4.996017 9.153125 6.827951 0.263 0.000 0.172
H 7.355304 11.172628 6.849416 -0.066 -0.011 0.039
H 6.947689 10.077771 5.528444 -0.016 -0.067 0.167
H 8.573301 10.060689 6.218801 -0.064 0.039 -0.095
H 6.911136 6.885120 7.288292 -0.077 0.101 -0.157
H 8.400105 7.557890 6.656785 0.208 -0.031 -0.035
H 6.921428 7.769060 5.742381 -0.111 -0.045 0.199
H 9.099188 6.740523 11.873939 -0.140 -0.277 0.072
H 7.657379 5.685900 11.938185 0.230 0.108 -0.040
H 7.512542 7.386759 12.306219 -0.218 0.341 0.017
H 9.680326 6.185372 9.510136 0.236 -0.017 0.046
H 8.416760 6.001163 8.295706 0.154 -0.113 0.331
H 8.465080 4.906009 9.692422 -0.030 0.064 0.016
H 5.622224 7.301048 10.543858 0.165 -0.023 0.001
H 6.043978 5.628808 10.204822 -0.016 0.062 -0.081
H 5.933623 6.801857 8.885341 0.218 -0.127 0.334
C 5.605200 9.439885 13.477046 0.345 -0.106 0.114
O 6.128142 10.289370 12.457230 0.092 0.154 -0.341
C 5.308728 10.287239 11.280683 0.041 -0.357 -0.216
C 5.400614 11.640215 10.625016 0.085 0.270 0.026
O 6.707600 11.852977 10.006897 -0.286 0.359 1.125
C 6.973090 13.270038 9.896204 -0.334 -0.024 0.167
C 7.897577 13.864628 11.010897 0.660 0.133 -0.763
O 7.946216 13.130980 12.228345 -0.263 -0.515 -0.870
C 7.060525 13.659615 13.214200 -0.054 -0.248 0.182
H 4.658923 9.832968 13.858085 -0.010 -0.017 -0.107
H 5.461301 8.422778 13.091146 0.009 0.122 0.131
H 6.329953 9.432112 14.298200 -0.137 -0.040 -0.207
H 5.618501 9.476427 10.600229 0.122 0.305 0.141
H 4.277500 10.064412 11.563954 -0.126 0.293 -0.043
H 4.620233 11.791193 9.874177 0.120 -0.243 -0.107
H 5.249546 12.410491 11.387120 0.029 -0.118 0.062
H 7.382152 13.434966 8.898781 0.296 0.027 0.186
H 6.013904 13.782252 9.916133 -0.112 0.068 -0.027
H 8.924275 13.946165 10.619845 -0.237 -0.307 0.210
H 7.597940 14.888225 11.232537 -0.170 0.088 -0.148
H 7.519369 14.530164 13.680121 0.052 -0.012 0.154
H 6.117276 13.973288 12.769940 -0.125 -0.077 -0.050
H 6.872626 12.866558 13.938669 0.055 0.167 0.025
I 11.165852 12.153200 16.612507 0.195 0.165 0.506
C 10.149958 11.065152 15.234289 -0.726 -0.356 -1.723
C 9.676870 9.751309 15.266048 0.228 1.497 -0.897
N 9.135868 9.525901 14.034822 0.095 -0.768 0.150
N 9.245996 10.581067 13.195967 0.224 0.708 1.184
C 9.845463 11.549743 13.916343 0.037 -1.076 0.701
H 9.714304 9.044848 16.079556 -0.124 -0.206 -0.272
H 8.819032 8.621215 13.669063 0.134 0.678 0.129
H 10.068090 12.533663 13.497599 -0.194 -0.531 0.125
```
Forces are in eV/Å.

## Properties
Charge: +1
Relative energy (zero: lowest compared OMol25 entry of this formula, charge and spin), kcal/mol: 1.9
LUMO energy (spin up / spin down), eV: -2.3 / -2.1
Gap between HOMO and LUMO (spin up / spin down), eV: 7.2788 / 8.0145
<S²>: 6.04
Total energy, Ha: -2695.40667
2S+1: 5

Calculated atomic charges, method Löwdin, unit e:
1. Cr 0.839
2. C -0.123
3. C -0.131
4. C -0.103
5. C -0.081
6. C -0.324
7. C -0.526
8. C -0.028
9. C -0.034
10. C -0.040
11. C -0.510
12. C -0.033
13. C -0.067
14. C -0.039
15. C -0.512
16. C -0.057
17. C -0.021
18. C -0.038
19. H 0.098
20. H 0.103
21. H 0.059
22. H 0.092
23. H 0.083
24. H 0.068
25. H 0.073
26. H 0.093
27. H 0.093
28. H 0.084
29. H 0.089
30. H 0.071
31. H 0.056
32. H 0.098
33. H 0.078
34. H 0.094
35. H 0.093
36. H 0.056
37. H 0.092
38. H 0.093
39. H 0.074
40. H 0.096
41. H 0.056
42. H 0.088
43. H 0.065
44. H 0.091
45. H 0.071
46. H 0.093
47. H 0.056
48. C -0.067
49. O -0.245
50. C -0.170
51. C -0.135
52. O -0.209
53. C -0.117
54. C -0.153
55. O -0.261
56. C -0.052
57. H 0.102
58. H 0.094
59. H 0.087
60. H 0.106
61. H 0.142
62. H 0.142
63. H 0.122
64. H 0.136
65. H 0.124
66. H 0.123
67. H 0.131
68. H 0.106
69. H 0.094
70. H 0.101
71. I 0.949
72. C -0.784
73. C -0.086
74. N 0.019
75. N -0.059
76. C -0.171
77. H 0.129
78. H 0.152
79. H 0.124